Formula: C4H14N
Source: OMol25
Level of theory: ωB97M-V/def2-TZVPD

Output
frontier orbital gap: 0.3984 Eh
net charge: +1
molecular weight: 76.16 g mol⁻¹

Atoms and positions in Å:
C: -1.01479 -0.16472 -3.15186
C: -1.17849 -0.75674 -1.71895
H: -0.44932 0.76480 -2.98719
H: -0.67503 -0.79603 -3.94999
H: -1.94781 0.36142 -3.35814
H: -1.77165 0.07444 -1.32118
H: -0.23533 -0.93682 -1.17960
H: -1.71077 -1.70961 -1.66767
C: -0.01916 1.17066 1.20081
N: 0.47910 0.20506 2.24696
C: 1.80096 -0.44441 1.99090
H: -0.75480 1.83954 1.61538
H: -0.29262 0.59980 0.31960
H: 0.95382 1.47420 0.82627
H: 0.63266 0.59169 3.18434
H: -0.23584 -0.48375 2.50778
H: 2.35566 0.23590 1.34116
H: 2.41784 -0.76038 2.81124
H: 1.64559 -1.26505 1.29013

Atomic forces in eV per Å
C -0.3 1.2 1.6
C -0.1 0.2 -1.0
H 0.9 -0.6 -0.5
H 0.2 -0.1 -0.2
H -0.4 -0.9 -0.6
H 0.1 -0.7 1.1
H -0.1 0.3 -0.2
H -0.3 0.3 -0.1
C 2.0 -1.4 -0.4
N -0.3 -1.0 2.4
C 0.1 -0.3 -3.0
H 0.1 0.3 -0.2
H -1.0 -0.3 0.3
H -0.3 1.8 0.2
H -0.3 1.1 -0.4
H 0.1 -0.2 -0.6
H 0.2 0.3 0.6
H -0.4 0.1 0.8
H -0.2 -0.3 0.4


Formula: C4H14N
Source: OMol25
Level of theory: ωB97M-V/def2-TZVPD

Output
frontier orbital gap: 0.3974 Eh
net charge: +1
molecular weight: 76.16 g mol⁻¹

Atoms and positions in Å:
C: 0.70145 0.66177 1.39545
C: 1.96503 0.88254 2.28983
H: 1.06995 0.68563 0.41033
H: 0.14086 -0.22457 1.66156
H: 0.14997 1.62358 1.61316
H: 2.46973 -0.09076 2.75583
H: 2.88909 1.36542 1.85017
H: 1.67946 1.64754 3.03867
C: -1.46231 -0.75176 -1.70738
C: -0.92219 -1.55616 -0.54677
N: -0.69017 0.50957 -2.02479
H: -1.52603 -1.41760 -2.64802
H: -2.49803 -0.37881 -1.38679
H: 0.13125 -1.57291 -0.39578
H: -1.29446 -2.56883 -0.46716
H: 0.15603 0.22944 -2.59448
H: -1.35089 1.17048 -2.55296
H: -0.26490 0.98326 -1.13871
H: -1.34384 -1.19782 0.44784

Atomic forces in eV per Å
C 0.9 2.1 2.1
C 1.9 -0.9 1.2
H 0.0 -0.4 -1.7
H 0.0 0.1 0.0
H -0.1 -1.3 -0.7
H -1.6 2.0 -0.7
H -1.3 -0.5 -0.4
H 0.3 -1.0 0.2
C -2.1 -0.9 -0.1
C -1.2 0.5 2.4
N 1.0 0.6 0.2
H 0.1 1.5 1.3
H 1.4 -0.7 -0.9
H 1.0 0.0 -0.4
H 0.0 -0.4 -0.9
H -1.2 0.8 0.4
H 1.6 -0.9 0.8
H -1.2 -0.8 -1.6
H 0.6 0.2 -1.3


Formula: C4H14N2
Source: OMol25
Level of theory: ωB97M-V/def2-TZVPD

Output
frontier orbital gap: 0.5039 Eh
net charge: +2
molecular weight: 90.17 g mol⁻¹
SMILES: C[C@@H]([NH3+])CC[NH3+]

Atoms and positions in Å:
C: -1.58243 0.86709 0.37599
C: -0.86088 0.11480 -0.73903
N: -0.85210 0.87286 -2.05945
C: 0.62276 -0.11191 -0.34864
C: 0.85961 -1.14117 0.75745
N: 1.73243 -0.72537 1.92753
H: -1.64963 0.30851 1.31220
H: -0.96823 1.73170 0.63417
H: -2.62680 1.05420 0.12695
H: -1.40294 -0.78848 -1.02624
H: -0.64263 1.87839 -2.14017
H: -1.78547 0.76233 -2.46308
H: -0.26403 0.35506 -2.72666
H: 0.96614 0.88304 -0.05666
H: 1.15131 -0.53165 -1.20992
H: -0.10523 -1.52438 1.09867
H: 1.34044 -2.03096 0.35980
H: 1.95782 0.27029 1.92453
H: 1.22202 -0.78965 2.81266
H: 2.53786 -1.33429 1.97313

Atomic forces in eV per Å
C 0.1 -0.2 -0.2
C 0.4 -0.1 1.0
N -0.6 -0.5 -0.9
C -0.2 -0.3 -0.4
C -0.8 -0.9 -0.2
N -1.5 0.6 0.2
H 0.2 -0.5 -0.3
H -0.6 0.5 -0.2
H 0.1 0.6 -0.1
H 0.3 -0.2 0.3
H 0.3 -0.2 0.6
H -0.2 0.3 0.0
H 0.2 0.4 0.1
H 0.5 -0.1 -0.2
H 0.2 0.7 -0.1
H 0.2 0.3 0.6
H 0.1 0.1 -0.2
H 0.7 0.0 -0.4
H 0.0 -0.5 0.1
H 0.6 0.1 0.2


Formula: C4H14N2O
Source: OMol25
Level of theory: ωB97M-V/def2-TZVPD

Output
2S+1: 2
frontier orbital gap (spin up / spin down): 0.0891 / 0.3164 Eh
net charge: -1
molecular weight: 106.17 g mol⁻¹

Atoms and positions in Å:
N: 0.64045 1.87666 -1.24991
C: 1.32496 0.60202 -0.93335
C: 2.11872 0.01500 -2.08117
C: 0.26404 -0.40258 -0.39530
N: -0.55443 0.14090 0.63824
C: -0.16941 -0.06765 2.02023
H: 1.30194 2.63018 -1.16449
H: 0.33115 1.81764 -2.21475
H: 1.99201 0.84324 -0.10315
H: 2.99853 0.61886 -2.31693
H: 1.48350 -0.05831 -2.96671
H: 2.51214 -0.96709 -1.79901
H: 0.79048 -1.27266 -0.00262
H: -0.31757 -0.72367 -1.27009
H: -1.14533 0.91772 0.45192
H: 0.89876 -0.03114 2.23722
H: -0.55989 0.80057 2.56589
H: -0.66305 -0.91870 2.50037
H: -3.11559 -2.15533 2.54933
H: -2.40408 -1.50510 1.29078
O: -3.24032 -1.86448 1.63271

Atomic forces in eV per Å
N 0.0 -0.8 -0.2
C -0.5 0.2 0.7
C 0.2 0.0 0.2
C 0.5 0.9 -0.7
N 0.0 -1.6 0.7
C -0.9 1.4 0.2
H 0.2 0.4 -0.2
H 0.0 0.3 0.0
H 0.0 -0.1 0.1
H -0.1 0.2 -0.1
H 0.1 -0.2 -0.1
H -0.2 -0.1 -0.2
H -0.1 -0.1 0.0
H -0.2 -0.1 0.1
H 0.2 0.4 -0.3
H 0.2 -0.4 -0.3
H 0.0 0.0 0.2
H 0.4 -0.3 -0.1
H 0.4 0.3 -0.4
H 0.0 0.0 0.4
O -0.3 -0.1 -0.1


Formula: C4H14N2O
Source: OMol25
Level of theory: ωB97M-V/def2-TZVPD

Output
frontier orbital gap: 0.3645 Eh
molecular weight: 106.17 g mol⁻¹
SMILES: CNCCCN.O

Atoms and positions in Å:
C: 1.35719 -2.19026 0.44567
N: 0.98022 -0.81125 0.24304
C: -0.26381 -0.46575 0.94937
C: -0.43033 1.02638 1.19105
C: -0.42425 1.89308 -0.05766
N: -1.61720 2.32326 -0.78122
H: 1.41502 -2.38312 1.53203
H: 0.64120 -2.84539 -0.05306
H: 2.32451 -2.45569 0.02426
H: 1.62085 -0.07163 0.46704
H: -1.13147 -0.91962 0.45759
H: -0.21654 -0.97563 1.92257
H: 0.34418 1.34741 1.88789
H: -1.46590 1.16212 1.53658
H: 0.31683 1.55148 -0.78978
H: 0.04491 2.84436 0.23311
H: -2.26690 1.59033 -1.06004
H: -2.12586 2.97779 -0.20073
O: -0.07868 -1.33088 -2.64845
H: 0.52750 -1.22957 -1.91877
H: 0.44853 -1.03742 -3.38049

Atomic forces in eV per Å
C 0.5 0.2 0.7
N -1.3 0.7 -0.9
C 0.3 -0.8 0.2
C -1.3 -0.7 -0.9
C 1.7 1.4 -0.9
N -0.4 -0.4 0.5
H -0.2 -0.5 -0.2
H -0.2 0.0 0.3
H 0.1 0.4 -0.1
H 0.9 -0.4 0.1
H 0.1 0.2 -0.3
H -0.2 0.1 0.2
H -0.3 0.2 0.2
H 0.5 0.0 0.9
H -0.3 -0.5 0.0
H -0.2 0.0 0.1
H 0.4 0.0 0.1
H -0.2 0.0 -0.1
O -0.5 -0.3 -0.1
H 0.2 0.2 1.0
H 0.2 0.2 -0.8


Formula: C4H14N2O
Source: OMol25
Level of theory: ωB97M-V/def2-TZVPD

Output
frontier orbital gap: 0.3591 Eh
molecular weight: 106.17 g mol⁻¹
SMILES: CN[C@H](C)CN.O

Atoms and positions in Å:
C: 2.38198 0.74133 -1.24328
N: 1.44292 -0.36353 -1.07138
C: 0.13195 -0.01534 -0.51659
C: -0.63505 1.04187 -1.32142
C: 0.27493 0.38887 0.94016
N: -1.04138 0.48796 1.59245
H: 2.64081 1.16294 -0.27354
H: 2.02081 1.53876 -1.89939
H: 3.30175 0.34729 -1.67792
H: 1.29043 -0.80914 -1.96696
H: -0.45035 -0.93639 -0.53606
H: -1.65881 1.14276 -0.95933
H: -0.15101 2.01638 -1.27114
H: -0.70670 0.73342 -2.36796
H: 0.83835 1.32575 1.01326
H: 0.86317 -0.36750 1.47120
H: -0.91497 0.63965 2.58631
H: -1.53264 1.31310 1.26625
O: -2.07214 -2.27756 1.44275
H: -2.87388 -2.24837 0.91259
H: -1.72744 -1.36455 1.41929

Atomic forces in eV per Å
C 0.0 -0.3 -0.1
N 0.0 0.1 0.0
C 0.0 0.1 -0.2
C 0.0 -0.2 0.0
C 0.2 0.0 0.3
N 0.1 0.1 0.0
H 0.0 0.1 0.0
H 0.0 0.2 0.0
H 0.0 0.0 0.0
H 0.1 -0.1 0.0
H 0.0 -0.1 0.0
H 0.0 0.0 0.0
H 0.0 0.1 0.0
H 0.1 0.1 0.0
H 0.0 0.1 0.0
H -0.1 0.0 -0.2
H 0.0 -0.1 0.0
H 0.0 -0.1 -0.1
O 0.1 0.0 -0.1
H 0.0 0.0 0.0
H -0.2 0.0 0.1


Formula: C4H14N2O
Source: OMol25
Level of theory: ωB97M-V/def2-TZVPD

Output
frontier orbital gap: 0.3316 Eh
molecular weight: 106.17 g mol⁻¹

Atoms and positions in Å:
C: 1.96725 -0.10592 0.34786
C: 1.66584 -1.32365 -1.00866
N: 1.68299 1.18005 -0.25357
O: 1.26922 -0.31361 1.44322
H: 0.04282 -0.41245 1.08382
H: 3.03702 -0.33493 0.47309
H: 2.30266 1.38218 -1.02908
H: 1.76530 1.91063 0.44558
H: 2.54182 -1.13615 -1.63193
H: 1.80034 -2.30448 -0.55122
H: 0.85707 -1.24351 -1.74482
C: -1.69104 0.39291 -0.26133
C: -2.63555 1.00418 0.76270
N: -0.95956 -0.74828 0.31457
H: -1.58815 -1.46307 0.66915
H: -0.26343 -1.15781 -0.39372
H: -0.92996 1.11241 -0.56921
H: -2.24534 0.07465 -1.15225
H: -3.40319 0.28896 1.06469
H: -2.08383 1.31885 1.64876
H: -3.13225 1.87905 0.34238

Atomic forces in eV per Å
C -0.4 -1.9 -2.7
C 1.6 1.7 1.4
N -0.1 0.3 -0.2
O -2.1 -0.2 0.5
H 1.5 0.0 0.4
H -0.1 0.2 0.2
H 0.0 0.0 0.0
H 0.1 -0.1 0.0
H 0.2 -0.1 0.0
H -0.3 -0.1 -0.1
H -0.3 0.0 0.5
C -0.1 0.1 -0.1
C 0.1 -0.1 -0.1
N 1.3 -0.4 -0.9
H 0.2 0.0 -0.1
H -1.6 0.5 1.2
H -0.1 0.0 0.0
H 0.0 0.1 0.1
H 0.0 0.0 0.0
H 0.0 0.0 0.0
H 0.0 0.0 0.0


Formula: C4H14N2O
Source: OMol25
Level of theory: ωB97M-V/def2-TZVPD

Output
frontier orbital gap: 0.3484 Eh
molecular weight: 106.17 g mol⁻¹
SMILES: CNCCCN.O

Atoms and positions in Å:
C: -2.27348 0.21991 1.28362
N: -1.10331 -0.69479 0.85489
C: -0.71806 -0.18740 -0.46122
C: 0.17418 0.92291 -0.49433
C: 0.52894 1.50630 -1.91265
N: 1.17962 0.58188 -2.93518
H: -2.82299 -0.46377 1.94161
H: -3.00032 0.20334 0.45903
H: -1.84268 1.13054 1.49913
H: -0.19915 -0.55069 1.33417
H: -0.29483 -1.04768 -0.97905
H: -1.51979 0.13795 -1.19122
H: -0.24915 1.73840 0.15391
H: 1.12725 0.76769 0.06897
H: -0.32034 2.01015 -2.40872
H: 1.38346 2.09078 -1.73006
H: 2.10612 0.64301 -3.00108
H: 0.79590 0.84139 -3.86702
O: 2.59245 -3.33176 4.14797
H: 1.79029 -2.77376 3.98575
H: 2.66588 -3.74440 3.25146

Atomic forces in eV per Å
C 0.4 -4.8 -0.9
N -1.0 1.5 -1.1
C -1.3 -2.8 -2.4
C 2.5 3.1 0.4
C 0.8 -1.6 -0.2
N -6.6 -0.4 -0.5
H 0.2 1.3 1.2
H 0.7 0.6 -0.2
H -0.2 2.2 1.2
H -1.2 0.1 0.8
H 0.4 0.0 -0.3
H -0.2 -0.8 1.3
H 0.1 -0.1 -0.9
H -0.3 -0.4 -0.6
H 0.5 -0.1 0.5
H 0.3 2.1 0.6
H 4.5 0.6 0.1
H 0.5 -0.6 1.1
O -1.2 0.3 -1.8
H 1.0 -0.5 0.6
H 0.2 0.3 1.2


Number 1: electronic energy -5857.1680 eV. Number 2: electronic energy -5857.2560 eV. Number 3: electronic energy -7338.4535 eV. Number 4: electronic energy -9400.9791 eV. Number 5: electronic energy -9402.0780 eV. Number 6: electronic energy -9402.6914 eV. Number 7: electronic energy -9401.1272 eV. Number 8: electronic energy -9400.2956 eV.